DFT (the ωB97M-V functional and the def2-TZVPD basis) results for a molecular structure, C23H23NZn at a distorted geometry.

```
48
Properties=species:S:1:pos:R:3:forces:R:3
C 0.175 0.485 -2.607 -1.1112 0.4456 -0.1707
C -1.443 -1.855 -2.080 -2.0896 0.5834 -0.1796
C 1.198 -0.444 -2.508 1.6087 -0.2786 -0.4197
H 0.268 1.527 -2.311 0.1355 -0.4261 0.0465
C -0.316 -2.670 -1.804 1.0999 -1.1122 0.0351
H -2.389 -2.001 -1.540 0.4376 -0.3482 -0.2433
H 2.168 -0.216 -2.050 -0.4140 0.2882 -0.2203
H -0.358 -3.441 -1.026 -0.3174 0.0990 -0.4107
C 1.310 -1.614 -3.474 0.0691 -0.6238 0.1033
H 2.381 -1.761 -3.670 -0.2207 -0.0090 -0.1205
H 0.850 -1.397 -4.445 0.0135 0.1261 0.2536
C -1.015 0.268 -3.508 -0.6632 -0.4415 -0.4001
H -0.761 0.473 -4.562 0.0710 0.0632 0.0125
H -1.788 1.010 -3.249 0.3023 -0.2862 0.0232
C -1.647 -1.155 -3.416 -0.0779 0.5514 -0.4085
H -1.292 -1.762 -4.263 -0.1368 -0.0140 0.2541
H -2.730 -1.026 -3.555 0.2192 -0.1464 -0.1258
C 0.743 -2.919 -2.865 0.6156 -0.0816 -0.0674
H 0.405 -3.593 -3.669 -0.1466 0.0283 0.0696
H 1.584 -3.439 -2.381 -0.2759 0.0836 -0.0518
Zn -0.110 -0.883 -0.958 0.7157 1.7850 0.8970
H 1.835 1.365 -1.342 0.2207 0.0073 1.0151
C 2.168 4.648 -0.876 0.0023 -0.0776 0.1859
C 1.475 4.798 0.329 -0.1410 -0.3051 0.0281
C 0.939 3.682 0.986 0.1105 -0.3945 -0.0095
C 1.070 2.354 0.482 0.3439 0.6271 -0.4454
C 1.756 2.268 -0.746 -0.0074 -0.4414 -0.0704
C 2.316 3.367 -1.394 -0.2653 0.0879 0.1950
C 0.526 1.215 1.325 -0.6494 -1.0246 -0.3293
C 0.567 1.451 2.721 -0.1031 0.1756 0.4806
C -0.080 0.643 3.618 0.4241 0.5025 -0.1045
C -0.804 -0.464 3.161 -0.3469 -0.5234 -0.8983
C -1.579 -1.255 4.048 -0.1315 -0.2556 -0.2461
C -2.324 -2.319 3.577 0.2963 0.4717 0.4272
C -2.294 -2.629 2.207 0.5961 0.5702 -0.4689
C -1.522 -1.880 1.327 -0.1579 -0.3831 -0.2064
C -0.762 -0.759 1.752 0.1840 0.5506 1.3324
N -0.042 0.052 0.863 -0.0297 0.6149 0.3007
H 2.579 5.506 -1.412 -0.1161 -0.2030 0.2821
H 1.345 5.789 0.772 -0.0071 -0.3676 -0.1754
H 0.400 3.837 1.924 0.1440 0.0520 -0.3965
H 2.846 3.182 -2.331 -0.1914 0.1902 0.2599
H 1.108 2.327 3.083 -0.1694 -0.4178 -0.1327
H -0.071 0.860 4.683 0.0983 0.0233 -0.1424
H -1.567 -0.975 5.107 -0.0896 -0.2024 -0.3653
H -2.928 -2.908 4.261 0.0923 0.0823 -0.1182
H -2.878 -3.461 1.819 0.1308 0.1578 0.0714
H -1.526 -2.170 0.271 -0.0723 0.1963 0.6542
```
Positions in Å, forces in eV/Å.

## Properties
HOMO level (spin up / spin down)	-4.83 / -4.83	eV
energy	-74128.27377	eV
gap between HOMO and LUMO (spin up / spin down)	0.1518 / 0.1518	Eh

natural (NBO) population analysis, charges in e, atoms 1 to 2:
1 C -0.469
2 C -0.686

DFT (the ωB97M-V functional and the def2-TZVPD basis) results for a molecular structure, C4H5AlLiO5 at a distorted geometry.

```
16
Properties=species:S:1:pos:R:3:forces:R:3
O 2.754 -1.226 -0.054 2.2215 -1.3582 0.9665
C 2.034 -0.171 0.048 -10.0234 -0.3465 -4.7069
O 2.515 0.842 0.595 -0.5008 3.6506 1.0337
O 0.825 -0.225 -0.456 6.2332 -0.1959 0.6023
C -1.044 0.700 -0.296 -7.2881 3.1119 -5.1491
C 0.198 1.119 -0.966 1.7758 -1.7460 2.4259
Al 3.766 -0.150 0.829 7.0999 -1.2485 2.7216
H -1.549 1.558 0.160 0.1011 -0.2504 -0.0491
H -1.408 0.620 -1.461 -1.8554 0.0975 3.0181
H 0.612 2.019 -0.498 0.3809 -0.1513 -0.3413
H 0.282 1.012 -2.052 0.0786 0.2460 0.2623
Li 2.340 -2.726 -1.097 -0.2938 -1.6255 -0.9659
O -1.627 -0.500 0.331 3.3751 -0.8064 -0.5662
C -2.715 -0.469 0.917 -1.2712 0.5158 1.3361
O -3.115 -1.338 1.718 0.7282 0.2411 -0.7077
H -3.867 -1.065 2.280 -0.7615 -0.1343 0.1197
```
Positions in Å, forces in eV/Å.

## Properties
multiplicity	2
HOMO level (spin up / spin down)	-24.75 / -25.72	eV
energy	-21210.95833	eV
charge	+4
gap between HOMO and LUMO (spin up / spin down)	0.1142 / 0.1501	Eh

natural (NBO) population analysis, charges in e, atoms 1 to 2:
1 O -0.863
2 C 0.925

DFT (the ωB97M-V functional and the def2-TZVPD basis) results for C6H13NO2 in the gas phase at a distorted geometry.

```
22
Properties=species:S:1:pos:R:3:forces:R:3
C 0.582 0.602 -0.788 -0.5865 0.7153 -0.2833
C 0.888 -0.750 -0.106 -3.0630 -0.4703 1.5612
C -0.811 1.214 -0.466 0.5964 0.0427 -0.4278
C -1.091 1.317 1.017 -0.1196 -3.3734 -0.2342
N 1.845 -0.671 0.916 -0.2585 -0.6953 0.0243
C -0.539 -1.422 0.662 2.7519 -1.0851 -1.9259
C -1.428 -2.133 -0.026 -0.2437 0.4238 -0.0814
O 1.591 1.519 -0.410 0.1143 -0.0903 0.1741
O 0.600 0.452 -2.196 -0.2497 -0.0009 -0.1750
H 1.332 2.396 -0.715 -0.0736 -0.1378 -0.0816
H 1.498 0.231 -2.468 0.0444 -0.0153 0.1030
H 1.115 -1.516 -0.846 0.1563 0.2276 0.0266
H 1.617 0.078 1.567 1.3196 -0.4662 -0.1815
H 2.732 -1.124 0.727 -0.2211 0.9050 0.7236
H -1.557 0.571 -0.935 -0.0511 0.1228 -0.0774
H -0.820 2.187 -0.976 -0.1681 -0.1301 -0.0402
H -0.324 -1.710 1.688 0.1116 0.1333 0.0194
H -2.123 1.603 1.215 0.0407 0.0345 0.0295
H -1.032 0.007 1.236 -0.1487 4.3923 0.4979
H -0.403 1.982 1.533 0.1380 -0.3942 0.2687
H -2.009 -2.912 0.434 -0.3898 0.0144 0.2836
H -1.664 -1.923 -1.061 0.3002 -0.1528 -0.2035
```
Positions in Å, forces in eV/Å.

## Properties
HOMO level	-8.47	eV
energy	-12014.94717	eV
gap between HOMO and LUMO	0.3411	Eh
SMILES	C=C[C@H](N)C(O)(O)CC

natural (NBO) population analysis, charges in e, atoms 1 to 2:
1 C 0.475
2 C -0.057